Entry 1:
Formula: C29H38CdN2O2P3
Source: the OMol25 dataset
Level of theory: ωB97M-V/def2-TZVPD

Structure (XYZ):
```
75
Properties=species:S:1:pos:R:3:forces:R:3:mulliken_charge:R:1
Cd 0.8424 -0.7006 -0.9479 -0.012 0.030 -1.649 1.01
P -0.7456 -1.4018 -2.7274 0.999 0.089 -0.962 0.69
C 0.1814 -1.1079 -4.1996 0.227 -0.094 0.305 -1.64
C 1.3945 -0.3793 -4.1780 -0.756 -0.124 0.689 1.08
N 1.8846 0.1096 -2.9780 -0.012 0.237 -0.079 0.37
C 2.8595 1.0235 -2.9809 0.365 0.200 -1.310 0.46
C 3.4807 1.4421 -4.1627 0.212 0.239 1.413 -0.80
C 3.1256 0.8393 -5.3673 -0.644 -0.605 -0.283 -0.42
C 2.0943 -0.0751 -5.3779 0.399 0.314 -0.262 -0.99
C 3.2578 1.6988 -1.6790 -0.115 -0.031 0.133 -1.18
P 2.8390 0.7520 -0.1548 0.499 0.423 -0.373 0.67
H 1.7342 -0.5393 -6.2932 0.198 0.129 0.115 0.37
H 4.2319 2.2240 -4.0970 -0.025 -0.176 -0.144 0.42
H 3.6490 1.1053 -6.2849 -0.178 -0.074 0.169 0.40
H 4.3416 1.8869 -1.6794 -0.319 0.103 0.012 0.52
H 2.7352 2.6704 -1.5991 0.226 -0.352 -0.076 0.39
H 3.1865 -4.3381 -1.7888 0.164 0.017 -0.193 0.27
H -0.1593 -1.4624 -5.1763 -0.029 0.049 0.396 0.28
H 5.4551 -3.5778 2.2892 0.210 -0.324 -0.051 0.30
O 2.2896 -4.0357 -1.6285 -0.322 -0.083 0.798 -0.59
H 2.0687 -4.4354 -0.7673 0.064 0.195 -0.520 0.32
H 0.7819 -0.3899 1.2307 -0.439 -0.121 0.989 0.17
O 5.0482 -2.7223 2.4128 -0.478 0.322 0.433 -0.61
H 4.6452 -2.7666 3.2950 0.238 0.005 -0.374 0.31
C 4.4204 -0.0433 0.2909 0.023 -0.129 0.293 -1.28
H 5.0707 0.6851 0.7973 -0.097 -0.227 -0.227 0.42
H 4.2588 -0.9007 0.9597 0.142 0.253 -0.196 0.28
H 4.9072 -0.3996 -0.6266 -0.136 0.058 0.229 0.40
C 2.6034 2.1032 1.0566 -0.021 -0.113 0.329 -1.13
H 2.1054 1.7075 1.9522 0.182 0.190 -0.107 0.35
H 3.5754 2.5332 1.3436 -0.342 -0.070 -0.102 0.49
H 1.9606 2.8853 0.6298 0.128 -0.243 0.095 0.16
C -2.2885 -0.4300 -2.8135 -0.432 -0.247 0.093 -0.94
H -2.8865 -0.7472 -3.6794 0.112 0.129 0.197 0.52
H -2.8837 -0.5460 -1.8982 0.052 -0.029 -0.214 0.06
H -2.0299 0.6315 -2.9343 0.016 -0.355 -0.067 0.30
C -1.1433 -3.1730 -2.5589 -0.403 -0.105 -0.067 -1.04
H -1.7271 -3.3341 -1.6417 0.076 0.002 -0.229 0.26
H -1.7239 -3.5238 -3.4242 0.179 -0.021 0.240 0.41
H -0.1979 -3.7357 -2.4841 -0.348 0.302 -0.134 0.25
N -0.1240 -0.8129 1.0012 0.174 0.508 0.897 -0.94
P -1.3260 0.0684 1.6172 0.111 -0.523 -0.253 2.11
C -1.2147 1.8174 1.2121 0.137 0.471 0.093 0.19
C -0.9537 2.7686 2.2118 -0.124 -0.167 -0.341 -0.51
C -0.7507 4.1020 1.8594 0.028 0.058 -0.105 -0.67
C -0.7641 4.4866 0.5155 -0.034 -0.168 0.187 -0.59
C -1.0005 3.5350 -0.4820 -0.083 -0.054 -0.010 -0.84
C -1.2509 2.2074 -0.1393 0.245 0.058 0.201 0.01
C -2.8441 -0.5857 0.9337 -0.282 0.042 -0.248 0.29
C -3.8779 0.2519 0.4890 -0.032 -0.444 0.036 -0.18
C -5.0216 -0.3228 -0.0713 -0.025 -0.001 0.089 -0.69
C -5.1321 -1.7115 -0.1803 0.111 -0.031 0.066 -0.47
C -4.1010 -2.5444 0.2743 0.030 0.259 0.113 -0.56
C -2.9589 -1.9818 0.8451 -0.208 0.087 -0.227 -0.62
C -1.4613 -0.0802 3.4001 -0.043 -0.153 0.525 -0.12
C -2.6337 0.3421 4.0513 0.345 -0.053 0.143 -0.35
C -2.7189 0.2578 5.4417 0.049 -0.016 -0.150 -0.67
C -1.6483 -0.2558 6.1823 0.093 0.063 -0.334 -0.48
C -0.4964 -0.7044 5.5274 -0.129 0.012 0.002 -0.63
C -0.4058 -0.6427 4.1344 -0.333 0.301 0.069 -0.35
H -0.9176 2.4545 3.2559 -0.020 0.171 -0.266 0.39
H -0.5795 4.8400 2.6427 -0.009 -0.153 -0.237 0.42
H -0.5989 5.5315 0.2467 -0.032 -0.333 0.071 0.39
H -1.0020 3.8306 -1.5320 -0.038 -0.062 0.292 0.45
H -1.4598 1.4667 -0.9185 0.076 0.248 0.243 0.05
H -3.7932 1.3363 0.5781 -0.018 -0.311 -0.070 0.40
H -5.8302 0.3239 -0.4188 0.245 -0.253 0.098 0.42
H -6.0335 -2.1577 -0.6086 0.325 0.198 0.109 0.41
H -4.1883 -3.6296 0.1978 -0.020 0.338 0.008 0.46
H -2.1478 -2.6146 1.2096 -0.218 0.164 -0.135 0.39
H -3.4711 0.7297 3.4658 0.224 -0.063 0.222 0.37
H -3.6230 0.6003 5.9452 0.244 -0.131 -0.107 0.40
H -1.7128 -0.3050 7.2701 0.021 -0.002 -0.327 0.40
H 0.3346 -1.1022 6.1095 -0.230 0.039 -0.164 0.40
H 0.4650 -1.0315 3.6048 -0.181 0.139 0.200 0.38
```
Forces are in eV/Å.

Computed properties:
- total charge = +1
- lowest unoccupied orbital energy (eV) = -2.4
- HOMO-LUMO gap (Eh) = 0.219
- highest occupied orbital energy (eV) = -8.34
- calculated total energy (eV) = -70191.176



Entry 2:
Formula: C29H38CuN4O2P2
Source: the OMol25 dataset
Level of theory: ωB97M-V/def2-TZVPD

Structure (XYZ):
```
76
Properties=species:S:1:pos:R:3:forces:R:3:mulliken_charge:R:1
Cu 0.0847 0.1689 3.1423 0.736 -0.167 0.845 -0.60
C -2.0308 2.0927 -5.3791 -0.010 -0.364 0.212 -0.32
C -2.1013 0.8792 -4.8192 0.007 0.388 -0.152 -0.30
C -1.2786 -0.3571 -5.0717 0.120 -0.032 -0.146 -0.39
C 0.0713 -0.1742 -5.8000 -0.162 -0.011 0.039 -0.93
C 1.0208 0.7413 -5.0652 0.003 0.399 0.038 -0.26
C 1.0912 2.0774 -5.0975 0.019 -0.386 0.051 -0.45
C 0.2688 3.0757 -5.8694 -0.148 0.006 -0.093 -0.52
C -1.0814 2.5908 -6.4421 0.167 0.025 0.005 -0.87
C 1.5045 0.7308 4.5983 1.177 0.642 0.499 -1.22
H -2.7304 2.8404 -5.0048 0.064 -0.104 -0.037 0.32
H -2.8687 0.7426 -4.0562 0.068 0.028 -0.109 0.50
H -1.8877 -1.0843 -5.6314 0.088 0.124 0.101 0.36
H -1.0854 -0.8298 -4.0984 -0.004 0.053 -0.089 0.05
H 0.5371 -1.1633 -5.8821 -0.059 0.138 -0.003 0.41
H -0.0987 0.1639 -6.8237 0.049 -0.090 0.150 0.34
H 1.7203 0.2350 -4.3997 -0.052 0.084 -0.076 0.36
H 1.8583 2.5363 -4.4724 -0.096 -0.087 -0.071 0.37
H 0.8778 3.4811 -6.6927 -0.091 -0.077 0.147 0.33
H 0.0760 3.9294 -5.2045 0.029 -0.129 -0.082 0.31
H -1.5473 3.4428 -6.9513 0.060 -0.133 0.071 0.38
H -0.9119 1.8363 -7.2124 -0.063 0.141 0.095 0.31
H 1.1184 1.5263 5.2617 -0.207 -0.406 -0.542 0.35
H 2.4445 1.0856 4.1277 -0.510 -0.075 0.064 0.57
H 1.7406 -0.1638 5.2121 -0.378 0.495 -0.655 0.31
P 1.7014 -0.3025 1.5649 1.497 0.093 -0.868 0.80
P -1.3814 -0.5191 1.4972 -1.506 0.033 -0.760 0.20
N 2.7257 0.9950 1.0389 -0.291 -0.031 -0.058 0.51
N 2.9308 -1.5140 1.8568 -0.637 -0.046 0.060 0.56
N -2.0126 0.7471 0.4851 0.168 -0.191 0.056 0.47
N -2.7764 -1.4873 1.8664 0.338 0.110 -0.041 0.45
C 0.9109 -0.9036 -0.0217 0.375 0.213 -0.007 -1.42
C -0.4479 -1.5623 0.2711 -0.141 -0.063 0.274 -0.87
C 2.5130 2.3277 1.4091 0.325 -0.052 -0.443 -0.40
C 3.3707 3.1150 0.6690 -0.336 -0.201 0.312 -0.62
C 4.1312 2.2476 -0.1844 -0.121 -0.516 0.054 -0.70
C 3.7156 0.9523 0.0513 -0.083 0.507 0.202 -0.41
C 3.7616 -1.5056 2.9786 0.104 -0.473 -0.195 -0.42
C 4.3701 -2.7424 3.0718 -0.190 0.518 -0.059 -0.63
C 3.8805 -3.5494 1.9937 -0.327 0.332 -0.307 -0.65
C 2.9901 -2.7799 1.2695 0.360 -0.257 0.393 -0.34
C -2.2600 2.0317 0.9821 -0.085 -0.015 -0.578 -0.46
C -2.7629 2.8026 -0.0465 0.187 -0.218 0.467 -0.92
C -2.8298 1.9754 -1.2150 0.165 -0.502 0.100 -0.22
C -2.3673 0.7208 -0.8685 -0.134 0.554 0.124 -0.44
C -3.8418 -1.8340 1.0322 -0.158 -0.340 0.280 -0.20
C -4.6085 -2.7759 1.6911 0.285 0.379 -0.282 -0.59
C -3.9940 -3.0272 2.9621 0.432 0.332 0.029 -0.50
C -2.8730 -2.2259 3.0502 -0.480 -0.222 -0.121 0.06
H 1.5929 -1.5713 -0.5808 -0.419 0.449 0.173 0.66
H 0.7704 0.0143 -0.6260 0.066 -0.345 0.264 0.37
H -1.0248 -1.7374 -0.6550 0.217 0.081 0.477 0.62
H -0.3247 -2.5410 0.7749 -0.038 0.387 -0.176 0.43
H 1.7623 2.5641 2.1668 0.399 -0.050 -0.340 0.33
H 3.4562 4.2015 0.7389 -0.042 -0.529 -0.024 0.42
H 4.9130 2.5448 -0.8876 -0.384 -0.150 0.344 0.43
H 4.0424 -0.0040 -0.3609 -0.119 0.457 0.187 0.46
H 3.8475 -0.6068 3.5912 -0.031 -0.462 -0.264 0.39
H 5.1032 -3.0344 3.8265 -0.363 0.149 -0.350 0.42
H 4.1635 -4.5785 1.7650 -0.147 0.476 0.103 0.41
H 2.3950 -3.0200 0.3872 0.383 0.008 0.525 0.35
H -2.0361 2.2555 2.0264 -0.156 -0.032 -0.442 0.45
H -3.0457 3.8559 0.0268 0.144 -0.549 -0.027 0.40
H -3.1744 2.2736 -2.2090 0.206 -0.157 0.514 0.35
H -2.2538 -0.1836 -1.4655 -0.065 0.418 0.241 0.45
H -3.9740 -1.3461 0.0660 0.040 -0.226 0.431 0.35
H -5.5292 -3.2251 1.3103 0.460 0.239 0.167 0.41
H -4.3496 -3.7097 3.7375 0.184 0.348 -0.375 0.42
H -2.1283 -2.0876 3.8357 -0.342 -0.111 -0.459 -0.34
C -0.9091 -2.1615 6.5467 -0.028 -0.553 0.597 -1.08
C -0.7378 -1.0489 5.5687 -0.918 5.163 -1.102 1.04
O -1.1703 0.1562 5.8656 1.413 -4.349 -0.935 -0.69
O -0.1711 -1.2751 4.3949 -1.260 -1.255 2.305 -0.56
H -1.4095 -1.7919 7.4669 0.362 -0.178 -0.727 0.32
H 0.0849 -2.5733 6.8169 -0.577 0.060 -0.229 0.25
H -1.5306 -2.9634 6.0978 0.463 0.310 0.231 0.27
```
Forces are in eV/Å.

Computed properties:
- lowest unoccupied orbital energy (alpha / beta) (eV) = 0.2 / -0.9
- 2S+1 = 2
- HOMO-LUMO gap (alpha / beta) (Eh) = 0.292 / 0.281
- energy above the lowest of the compared OMol25 structures with the same formula, charge and spin (kcal per mole) = 0.00
- highest occupied orbital energy (alpha / beta) (eV) = -7.73 / -8.58
- calculated total energy (eV) = -103959.542